{"formula": "C6CaF18O18S6", "method": "wB97M-V/def2-TZVPD", "elements": ["Ca", "C", "F", "F", "F", "S", "O", "O", "O", "C", "F", "F", "F", "S", "O", "O", "O", "C", "F", "F", "F", "S", "O", "O", "O", "C", "F", "F", "F", "S", "O", "O", "O", "C", "F", "F", "F", "S", "O", "O", "O", "C", "F", "F", "F", "S", "O", "O", "O"], "xyz": [[-0.3051, 0.8901, 0.2315], [-3.6094, 6.4116, 0.7959], [-4.2541, 5.4178, 1.3932], [-3.7200, 6.1224, -0.5462], [-3.9521, 7.6118, 1.0462], [-1.6711, 6.2102, 1.1382], [-0.9710, 7.2900, 0.3862], [-1.5460, 6.3590, 2.5829], [-1.3285, 4.8301, 0.6959], [2.3704, -1.3735, 5.8859], [2.6267, -1.5395, 7.2673], [3.5032, -0.8341, 5.4476], [1.9458, -2.4592, 5.2808], [1.0000, -0.0801, 5.5800], [0.8917, 0.1231, 4.1121], [-0.2091, -0.6573, 6.2164], [1.4517, 1.1825, 6.2238], [1.6586, -5.4317, -1.3576], [0.4901, -6.3233, -1.3598], [1.9688, -5.0528, -0.0790], [2.6901, -5.9993, -1.9297], [1.2606, -3.8901, -2.4764], [2.5541, -3.4214, -3.0427], [0.2667, -4.2958, -3.4958], [0.7341, -2.8148, -1.5618], [5.8515, 0.9382, -1.4913], [5.4162, -0.2201, -1.0772], [7.1121, 1.0602, -1.0312], [5.9381, 1.0285, -2.7462], [4.5953, 2.3527, -1.0592], [5.0074, 2.7553, 0.3194], [4.9551, 3.3875, -2.0559], [3.2290, 1.7757, -1.2319], [-3.6551, -4.6368, 2.1983], [-4.1217, -4.1306, 3.3388], [-2.3466, -4.7311, 2.2355], [-4.1883, -5.7219, 1.7249], [-4.1110, -3.2604, 0.8378], [-3.8058, -3.9963, -0.3777], [-5.5235, -2.8621, 0.8810], [-3.0640, -2.1696, 1.0701], [-1.1258, 1.5243, -5.5219], [-0.7036, 2.7438, -5.1337], [-1.5016, 1.5966, -6.8645], [-0.1739, 0.6563, -5.3898], [-2.7029, 0.9660, -4.4258], [-2.8836, -0.4681, -4.6741], [-2.2934, 1.2693, -3.0275], [-3.7500, 1.8671, -4.9327]], "atomic_forces_ev_per_a": [[-0.007, -0.349, -0.589], [5.097, -3.578, -2.303], [-0.929, 0.827, 0.833], [-0.642, 0.910, 0.561], [-1.838, 1.676, 0.679], [1.769, -0.140, -0.158], [-1.794, -1.565, 0.683], [-0.697, 0.168, -0.311], [-0.917, 1.360, 0.028], [-1.320, 3.108, 1.651], [-0.837, -0.699, -1.986], [0.339, -1.096, -0.797], [1.291, -0.787, 0.367], [-2.045, 2.869, 0.684], [0.477, -1.206, 1.149], [1.949, 0.123, -0.903], [0.046, -2.217, -0.441], [-2.825, 1.470, -0.346], [3.242, 1.690, 0.466], [-0.531, -1.174, -1.555], [0.241, -1.262, 0.474], [-1.243, 4.351, -1.002], [-1.145, -1.922, 0.937], [1.704, -0.538, 1.755], [0.678, -2.403, -0.600], [-1.198, 2.132, 2.685], [-0.482, -1.386, 0.118], [0.212, 0.452, 0.708], [0.272, -0.845, -4.143], [0.803, 1.881, 1.303], [-1.129, -1.123, -1.902], [-0.623, -1.547, 0.901], [1.754, 0.388, 0.537], [-0.509, 5.232, -3.410], [-0.217, -1.507, 1.066], [0.495, -0.699, 0.665], [-0.676, -1.834, 1.173], [2.542, 1.438, -1.540], [-0.103, -0.320, 0.429], [0.992, -0.246, 1.291], [-2.440, -1.744, 0.422], [-3.189, 0.173, 0.484], [0.022, -0.456, -0.479], [0.708, 0.043, 1.360], [1.147, -0.517, -0.215], [-0.123, 0.098, 0.271], [0.400, 1.763, -0.188], [0.229, -0.111, -1.145], [1.051, -0.878, 0.335]], "mulliken_charge": [1.911, 0.580, -0.211, -0.244, -0.192, 0.996, -0.655, -0.661, -0.602, 0.563, -0.252, -0.209, -0.181, 1.042, -0.607, -0.670, -0.675, 0.541, -0.258, -0.203, -0.195, 1.041, -0.663, -0.632, -0.622, 0.613, -0.225, -0.257, -0.216, 1.033, -0.681, -0.674, -0.579, 0.571, -0.221, -0.198, -0.203, 1.023, -0.652, -0.656, -0.648, 0.558, -0.221, -0.265, -0.194, 1.017, -0.605, -0.600, -0.664], "relative_energy_kcal_mol": 216.2, "total_charge": -4, "total_energy_ha": -6447.24544}